Computed, not measured: a molecular structure, C17H28MgN2Si, with ωB97M-V/def2-TZVPD.

Calculated values
Energy above the lowest of the compared OMol25 structures with the same formula, charge and spin ... 33.44 kcal per mole
Total charge ... 0
Strongest force on any atom ... 0.1339 Eh/bohr
Molar mass ... 312.82 g mol⁻¹
HOMO-LUMO gap (spin up / spin down) ... 6.8 / 7.2 eV
Lowest unoccupied orbital energy (spin up / spin down) ... 0.3 / 0.3 eV
HOMO (spin up / spin down) ... -0.2384 / -0.2558 Ha

Last column: Mulliken charge in e.
Element x y z (Å)
C  -2.3941  -0.0955  -2.8511  -0.902
C  0.8080  -0.6115  -2.2283  0.733
C  -1.0863  0.7164  -2.6243  0.021
H  -3.0512  0.0152  -1.9749  0.295
C  1.4481  0.6671  -2.3265  -0.855
H  1.4503  -1.3519  -1.7031  -0.071
H  -0.6937  0.7822  -3.6598  0.332
H  2.5471  0.6752  -2.4044  0.474
C  -0.7252  1.9683  -1.9680  -0.941
H  -0.8586  1.9857  -0.8613  -0.057
H  -1.2813  2.8215  -2.3923  0.464
C  -1.6510  -1.4844  -2.7557  -0.505
H  -2.1539  -2.2250  -3.3864  0.477
H  -1.7066  -1.8323  -1.7135  0.167
C  -0.1358  -1.3942  -3.1557  -1.270
H  -0.0461  -1.0242  -4.1892  0.406
H  0.2460  -2.4228  -3.1839  0.472
C  0.8132  2.0629  -2.3963  -0.845
H  0.8484  2.4335  -3.4393  0.431
H  1.3654  2.8039  -1.7925  0.371
Mg  0.8321  0.2989  -0.5739  0.725
H  -3.0494  -0.0468  -3.7117  0.329
C  1.1525  -3.6369  -0.5974  -1.351
C  0.8389  -2.8464  0.6395  0.815
C  0.6476  -3.5285  1.8442  -0.761
C  0.3208  -2.8207  2.9985  -0.701
C  0.1619  -1.4422  2.9305  -0.775
C  0.3691  -0.7882  1.6852  0.916
N  0.7301  -1.5229  0.5705  0.007
N  0.2558  0.5299  1.4370  -0.110
Si  0.0285  1.9112  2.4593  -0.090
C  -1.5690  1.7483  3.4189  -1.020
C  1.4646  2.0148  3.6565  -0.996
C  -0.0092  3.4370  1.3667  -1.022
H  0.2585  -3.7596  -1.2277  0.164
H  1.9511  -3.1810  -1.1935  0.370
H  1.4868  -4.6385  -0.3011  0.470
H  0.7734  -4.6086  1.8359  0.340
H  0.1883  -3.3415  3.9460  0.400
H  -0.1110  -0.8361  3.7957  0.269
H  -1.7030  0.7282  3.8029  0.330
H  -1.5688  2.4399  4.2734  0.349
H  -2.4328  1.9861  2.7840  0.283
H  2.3759  2.3407  3.1371  0.264
H  1.2475  2.7295  4.4623  0.345
H  1.6654  1.0334  4.1074  0.338
H  0.9452  3.5810  0.8409  0.249
H  -0.8145  3.4066  0.6212  0.275
H  -0.1791  4.3223  1.9982  0.390

Forces on atoms 1 to 3 (eV/Å):
2.05 -0.71 3.22
-0.91 -1.50 -4.25
-2.25 0.69 -2.66